(1)
A structure of composition C36H37BF2N7O2SiTa, computed with ωB97M-V/def2-TZVPD.

```
! wB97M-V def2-TZVPD RIJCOSX def2/J DEFGRID3
* xyz 2 1
Ta 0.06 -0.13 -0.16
Si 2.68 -1.84 -1.54
F -0.85 -2.33 4.78
F -2.91 -4.48 1.21
O -1.06 1.33 -2.89
O -1.69 2.58 -1.10
N 2.08 1.93 3.09
N 1.61 -0.36 -1.28
N -1.06 -1.62 -1.34
N 3.13 1.20 2.66
N 1.50 0.56 1.41
N -0.98 1.33 1.33
N -2.19 3.01 3.18
C -1.09 -1.56 -2.68
C 1.89 3.27 -2.16
C -2.34 -3.63 -1.43
C -1.68 -2.66 -0.71
C -2.39 -3.54 -2.82
C -2.20 4.27 -4.83
C 4.27 -1.30 -2.34
C 2.97 -2.60 0.14
C 2.79 0.39 1.66
C 1.95 0.79 -3.41
C -1.53 -2.62 0.76
C -2.29 1.55 1.31
C -2.89 2.38 2.25
C 1.85 0.85 -2.02
C -2.11 -3.51 1.65
C -1.56 2.54 -3.35
C -1.75 -2.49 -3.45
C 1.12 1.52 2.32
C 1.75 -3.07 -2.57
C -0.88 2.77 3.23
C -0.28 1.92 2.31
C -1.91 -3.43 3.02
C -1.67 2.98 -4.64
C -2.34 4.79 -6.26
C -2.59 5.02 -3.72
C -0.95 4.81 -6.92
C -2.91 6.21 -6.31
C -1.94 3.30 -2.26
C 1.84 2.10 -1.39
C -0.71 -1.58 1.25
C -1.08 -2.42 3.47
C 2.00 3.19 -3.53
C 2.05 1.95 -4.15
C -0.49 -1.50 2.62
C -2.47 4.55 -2.41
C -3.27 3.86 -7.05
B -1.11 1.39 -1.51
H -1.03 5.20 -7.94
H 4.04 1.31 3.09
H 3.12 -3.68 0.00
H -2.87 2.85 -7.12
H 4.58 -0.30 -2.03
H 4.21 -1.31 -3.43
H -3.39 4.24 -8.07
H 1.83 2.18 -0.32
H -2.28 6.92 -5.78
H -0.51 3.81 -6.98
H 2.05 4.10 -4.12
H -2.98 6.54 -7.34
H 5.05 -2.00 -2.04
H -3.92 6.25 -5.88
H -0.30 3.25 4.00
H 3.47 -0.26 1.14
H -2.82 -4.45 -0.92
H 1.37 -2.66 -3.50
H -3.96 2.55 2.22
H -0.57 -0.74 -3.14
H -1.36 2.36 -5.47
H 1.93 -0.18 -3.91
H 1.86 4.23 -1.66
H -3.00 6.01 -3.87
H -0.26 5.45 -6.37
H 2.14 1.89 -5.23
H -1.75 -2.39 -4.53
H -2.91 -4.30 -3.39
H -4.25 3.81 -6.59
H 2.44 -3.88 -2.83
H -2.78 5.15 -1.57
H 0.92 -3.52 -2.02
H -2.88 1.05 0.54
H 2.14 -2.50 0.84
H 0.14 -0.75 3.09
H 3.88 -2.24 0.62
H -2.37 -4.14 3.69
*
```

Properties
Maximum force in eV/Å: 0.58
Frontier orbital gap in eV: 5.97
E_tot in hartree: -2498.60630

(2)
A cluster of 10 separate species, C41H104F6N10O19S6 in total in a non-equilibrium geometry, computed with ωB97M-V/def2-TZVPD.

```
! wB97M-V def2-TZVPD RIJCOSX def2/J DEFGRID3
* xyz 4 1
S -0.04 -17.69 -21.71
S -1.47 -16.49 -14.12
S 2.15 -17.30 -22.66
S -3.69 -16.34 -14.89
S -1.67 -16.20 -3.38
S 0.00 -15.06 -4.55
F -0.98 -16.45 -21.12
F 2.67 -16.70 -24.05
F -5.14 -16.64 -14.31
F -3.18 -16.77 -3.61
F 0.40 -14.73 -6.05
F -0.79 -15.84 -12.77
O -3.43 -17.51 -15.71
O -0.99 -15.50 -15.14
O -9.58 -18.90 -22.05
O -6.63 -18.35 -8.28
O 2.84 -16.57 -21.61
O 7.99 -14.78 -11.43
O -4.00 -15.05 -15.58
O 2.43 -28.15 -15.99
O -0.88 -17.40 -2.94
O -1.13 -18.52 -22.21
O -3.51 -5.76 -17.94
O -1.81 -15.19 -2.34
O 0.62 -18.13 -20.50
O -9.83 -23.64 -14.04
O -1.04 -17.88 -14.21
O 1.04 -16.07 -4.31
O 0.24 -13.73 -3.97
O 2.36 -18.75 -22.88
O -0.11 -9.92 -22.22
N 0.55 -16.82 -22.82
N 0.85 -11.90 -23.12
N 3.01 -25.48 -17.00
N -1.41 -15.53 -4.84
N -7.66 -24.42 -13.56
N -4.52 -17.41 -8.82
N -3.07 -16.34 -13.60
N -11.04 -21.43 -22.31
N -4.76 -7.53 -15.78
N 8.44 -15.22 -14.33
C -10.83 -20.38 -23.41
C -3.92 -18.80 -8.79
C -6.89 -23.43 -14.47
C -5.52 -8.59 -18.08
C 3.72 -27.71 -15.72
C -11.26 -22.83 -23.02
C 9.11 -15.63 -15.67
C 0.60 -24.84 -17.94
C -3.29 -8.00 -16.10
C 1.88 -29.01 -15.09
C -6.01 -17.31 -8.56
C 10.68 -15.60 -15.62
C 6.49 -16.95 -14.78
C -9.86 -21.59 -21.27
C -2.30 -5.20 -17.40
C -12.95 -21.93 -20.50
C -10.67 -18.92 -22.95
C -6.70 -15.95 -8.76
C 1.75 -25.95 -17.79
C 7.32 -14.75 -10.21
C 4.10 -26.57 -16.74
C -9.59 -17.66 -21.30
C -5.01 -7.83 -14.27
C -9.07 -24.02 -13.14
C 8.65 -13.73 -14.04
C -12.42 -21.01 -21.67
C -4.97 -5.98 -15.89
C -8.37 -21.61 -21.89
C 9.08 -16.13 -13.23
C -4.69 -5.37 -17.33
C -5.85 -8.30 -16.59
C -9.41 -24.14 -11.69
C 8.37 -16.09 -11.84
C 3.76 -24.43 -18.03
C -5.04 -9.30 -13.81
C 0.52 -10.96 -21.98
C 4.68 -25.08 -19.15
C 6.84 -15.45 -14.44
C 2.63 -24.79 -15.71
C 1.07 -11.29 -20.62
C 2.05 -11.35 -23.96
H 2.16 -11.92 -24.88
H -8.70 -17.58 -20.67
H -2.51 -7.53 -15.49
H -8.21 -22.26 -22.75
H 6.39 -15.31 -10.19
H 8.99 -16.52 -11.06
H -9.12 -25.10 -11.27
H -2.90 -18.61 -9.13
H -11.56 -23.60 -22.31
H 6.60 -15.16 -13.41
H -12.11 -22.65 -23.69
H -12.13 -22.16 -19.82
H 7.46 -16.70 -11.81
H -13.83 -21.59 -19.94
H -6.02 -5.88 -15.63
H 2.91 -11.56 -23.32
H 2.06 -26.34 -18.76
H -9.94 -20.72 -20.62
H -4.32 -7.20 -13.71
H -5.22 -9.37 -12.74
H 0.79 -28.94 -15.16
H 9.71 -13.61 -13.79
H -7.83 -25.30 -14.02
H 8.09 -13.26 -13.23
H 4.33 -27.10 -17.67
H 4.94 -24.32 -19.89
H -7.70 -22.01 -21.13
H 11.06 -16.34 -14.92
H -6.08 -9.24 -16.09
H 3.52 -24.37 -15.23
H 4.98 -26.02 -16.41
H -10.33 -22.96 -23.57
H 8.33 -13.26 -14.97
H 10.07 -15.68 -13.16
H 1.87 -10.31 -24.21
H 2.27 -30.02 -15.26
H 8.77 -14.93 -16.44
H 7.13 -13.75 -9.82
H -10.50 -17.56 -20.72
H -9.10 -23.27 -11.11
H 4.24 -23.69 -17.38
H -7.07 -24.67 -12.78
H 1.99 -23.95 -16.00
H -5.90 -9.89 -14.12
H 6.38 -14.70 -15.08
H -10.47 -18.29 -23.82
H 4.08 -25.78 -19.74
H -4.06 -19.13 -7.76
H -1.57 -5.87 -17.85
H -6.36 -9.05 -18.60
H -6.38 -23.89 -15.31
H -8.04 -20.59 -22.10
H -6.75 -15.81 -9.84
H -2.07 -4.17 -17.67
H -6.02 -7.48 -14.10
H -11.56 -18.57 -22.44
H -6.15 -22.90 -13.88
H -4.69 -9.29 -18.09
H -6.77 -7.71 -16.53
H 2.01 -25.40 -15.06
H -4.34 -16.95 -9.70
H 0.84 -23.82 -18.26
H 7.97 -15.26 -9.50
H 0.36 -11.85 -20.01
H -9.91 -20.79 -23.83
H 1.28 -10.35 -20.09
H -4.44 -19.40 -9.54
H -2.35 -5.38 -16.33
H -3.30 -9.06 -15.86
H -10.49 -24.03 -11.65
H 1.35 -26.73 -17.15
H 1.99 -11.87 -20.74
H -5.21 -7.69 -18.62
H -10.04 -22.52 -20.73
H -4.13 -9.86 -14.03
H -4.29 -5.56 -15.15
H 0.93 -12.88 -22.88
H -5.52 -5.73 -17.94
H -9.40 -16.90 -22.05
H 1.97 -28.73 -14.04
H -3.06 -7.87 -17.16
H 11.05 -14.63 -15.31
H -4.01 -16.86 -8.14
H 2.88 -23.92 -18.42
H 0.06 -11.90 -23.74
H 5.41 -17.01 -14.92
H -7.71 -16.10 -8.38
H -12.36 -20.00 -21.27
H 6.72 -17.23 -15.81
H 3.81 -27.30 -14.71
H 8.81 -16.66 -15.86
H -7.52 -22.59 -14.77
H 9.14 -17.14 -13.65
H -13.25 -22.90 -20.89
H -0.33 -25.15 -18.41
H -4.71 -4.30 -17.14
H 6.85 -17.66 -14.04
H -11.49 -20.55 -24.27
H 11.24 -15.66 -16.56
H 5.59 -25.57 -18.79
H -6.14 -15.14 -8.28
H -13.20 -20.87 -22.42
H 4.45 -28.51 -15.85
H 0.24 -24.65 -16.93
*
```

Properties
Maximum force in eV/Å: 13.30
Frontier orbital gap in eV: 4.38
E_tot in hartree: -6588.18749

(3)
A cluster of 2 separate species, C26H27N5O4 in total in a non-equilibrium geometry, computed with ωB97M-V/def2-TZVPD.

```
! wB97M-V def2-TZVPD RIJCOSX def2/J DEFGRID3
* xyz 0 1
O -0.26 1.39 -3.61
O -3.67 0.14 3.21
O -0.24 -4.48 -0.08
O -0.49 3.61 2.06
N -3.00 1.06 1.27
N 2.21 -1.17 -1.81
N -2.63 3.82 2.45
N 5.12 -0.62 2.37
N 1.38 1.00 -2.19
C 3.36 2.02 -0.34
C -1.28 -0.99 -0.55
C -1.19 -2.38 -0.72
C 1.38 -1.67 -2.80
C -1.58 3.06 2.10
C 1.40 -3.04 -3.08
C -3.83 0.34 2.02
C -4.01 3.46 2.75
C 0.32 -1.11 1.28
C 4.54 0.25 1.47
C -0.34 -3.14 0.10
C 3.09 0.64 -0.45
C -0.63 1.14 0.67
C 4.79 1.62 1.57
C -5.04 -0.23 1.31
C -1.68 1.55 1.72
C 3.69 -0.23 0.48
C 0.42 -2.51 1.11
C -0.53 -0.35 0.46
C 2.21 0.12 -1.52
C 4.20 2.50 0.66
C -0.32 -1.37 -4.51
C 0.57 -3.58 -4.07
C 0.51 -0.84 -3.51
C -0.29 -2.74 -4.79
C 0.51 0.56 -3.14
H 1.24 1.93 -1.83
H 2.93 2.74 -1.03
H 0.60 -4.64 -4.27
H -0.86 1.63 -0.27
H -0.93 -3.15 -5.56
H 5.12 -1.61 2.12
H 1.08 -3.08 1.74
H 0.39 -4.87 0.52
H 0.90 -0.62 2.05
H 5.89 -0.27 2.94
H 5.45 2.00 2.34
H -3.22 1.17 0.29
H -4.53 4.32 3.17
H 3.50 -1.30 0.41
H -2.37 4.78 2.63
H -1.75 -2.88 -1.50
H -1.00 -0.71 -5.06
H -4.04 2.65 3.48
H -1.92 -0.41 -1.20
H -1.43 1.02 2.64
H 4.40 3.57 0.74
H -5.68 -0.72 2.05
H 0.35 1.50 0.99
H 2.07 -3.67 -2.51
H -4.72 -0.96 0.57
H -5.59 0.58 0.83
H -4.53 3.16 1.83
*
```

Properties
Maximum force in eV/Å: 2.29
SMILES: CNC(=O)[C@H](Cc1ccc(O)cc1)NC(C)=O.Nc1cccc(-c2nc3ccccc3c(=O)[nH]2)c1
Frontier orbital gap in eV: 8.24
E_tot in hartree: -1581.80957

(4)
A structure of composition C40H36N4O3P2V in a non-equilibrium geometry, computed with ωB97M-V/def2-TZVPD.

```
! wB97M-V def2-TZVPD RIJCOSX def2/J DEFGRID3
* xyz 2 2
V -0.18 0.09 -0.18
P -0.93 -0.90 1.82
P 0.64 2.18 -0.82
O 1.58 -0.07 0.66
O -1.21 -0.10 -1.89
O -0.33 -2.77 -2.26
N 1.96 -2.88 -2.12
N 0.69 -1.51 -0.71
N -1.64 1.19 0.23
N -2.41 -0.57 -2.03
C 1.37 -0.05 5.10
C 2.59 5.67 -0.57
C -0.94 2.88 -1.44
C -2.76 0.84 0.96
C 1.99 -3.84 -3.20
C -0.30 -3.65 1.53
C -4.10 -2.13 -1.47
C -0.29 1.30 3.33
C -2.68 -0.32 1.89
C -2.84 -1.60 -1.29
C 0.74 -0.76 4.08
C -4.95 -1.58 -2.42
C 1.80 -1.00 -0.16
C -1.98 2.29 -0.54
C -0.98 -2.67 2.24
C -3.22 -0.03 -2.96
C 2.79 5.86 0.79
C 1.17 1.32 5.23
C 3.07 -1.49 -0.55
C -4.49 -0.51 -3.18
C 3.07 1.58 -1.98
C 1.13 0.88 -3.24
C 1.72 3.76 1.27
C -3.29 2.62 -0.32
C 1.95 4.54 -1.02
C -1.71 -3.01 3.38
C 1.53 3.58 -0.10
C 0.34 1.99 4.35
C -0.09 -0.08 3.20
C 0.70 -2.40 -1.74
C -1.73 -4.33 3.80
C -3.79 1.69 0.64
C 2.36 4.91 1.70
C -0.34 -4.97 1.95
C 3.88 0.92 -2.89
C 1.69 1.57 -2.16
C 1.95 0.19 -4.11
C -1.05 -5.30 3.10
C 3.08 -2.43 -1.54
C 3.32 0.20 -3.94
H -1.09 2.58 -2.49
H 0.06 0.87 -3.39
H 2.50 5.07 2.76
H 1.08 -4.44 -3.17
H 0.18 -5.73 1.40
H 4.01 -2.85 -1.90
H 3.97 -1.12 -0.09
H 0.91 -1.82 3.99
H -2.95 -0.03 2.91
H 2.02 -0.57 5.79
H 3.96 -0.34 -4.61
H -0.93 1.82 2.62
H 2.86 -4.48 -3.10
H 0.26 -3.39 0.64
H 4.96 0.96 -2.78
H 2.93 6.42 -1.28
H 3.50 2.10 -1.14
H 1.79 4.38 -2.08
H -3.34 -1.14 1.58
H 1.50 -0.37 -4.92
H -4.41 -2.97 -0.88
H 1.66 1.86 6.02
H -0.93 3.98 -1.40
H 1.39 3.00 1.96
H 0.17 3.05 4.46
H 2.02 -3.32 -4.16
H -3.85 3.42 -0.77
H -2.24 -2.25 3.93
H -2.13 -2.02 -0.59
H 3.29 6.75 1.14
H -5.11 -0.05 -3.93
H -2.82 0.80 -3.53
H -4.78 1.67 1.04
H -5.95 -1.97 -2.58
H -2.29 -4.59 4.69
H -1.07 -6.33 3.44
*
```

Properties
Maximum force in eV/Å: 2.86
Frontier orbital gap (spin up / spin down) in eV: 6.36 / 7.03
E_tot in hartree: -3616.86271

(5)
An isolated molecule of C2H6OP2 in a non-equilibrium geometry, computed with ωB97M-V/def2-TZVPD.

```
! wB97M-V def2-TZVPD RIJCOSX def2/J DEFGRID3
* xyz 0 1
P 0.53 -1.67 1.03
P 0.10 0.85 -1.09
O -1.85 1.46 1.08
C -1.08 0.61 1.41
C 0.21 0.20 0.80
H -0.77 -2.14 1.37
H -1.36 0.16 2.46
H 0.22 -0.46 -1.63
H 1.07 0.66 1.24
H 1.42 0.71 -1.21
H 0.27 -2.09 -0.36
*
```

Properties
Maximum force in eV/Å: 3.76
SMILES: O=CC(P)P
Frontier orbital gap in eV: 10.21
E_tot in hartree: -837.66203

(6)
An isolated molecule of C4H4ClNOS in a non-equilibrium geometry, computed with ωB97M-V/def2-TZVPD.

```
! wB97M-V def2-TZVPD RIJCOSX def2/J DEFGRID3
* xyz 0 1
Cl 2.87 -0.66 -0.96
S -0.22 -2.09 -1.77
O -2.17 -0.46 -0.11
N -0.84 -0.19 -0.05
C 1.11 0.82 0.54
C 1.35 -0.16 -0.34
C -0.36 0.87 0.80
C 0.09 -0.85 -0.72
H -0.83 1.83 0.50
H -0.61 0.67 1.87
H -2.21 -1.22 -0.75
H 1.84 1.45 0.98
*
```

Properties
Maximum force in eV/Å: 1.16
SMILES: ON1CC=C(Cl)C1=S
Frontier orbital gap in eV: 8.71
E_tot in hartree: -1143.13168

(7)
A structure of composition C4H11N3 in a non-equilibrium geometry, computed with ωB97M-V/def2-TZVPD.

```
! wB97M-V def2-TZVPD RIJCOSX def2/J DEFGRID3
* xyz 0 1
N 0.10 0.66 -1.46
N -0.09 0.04 1.92
N 0.47 2.46 0.17
C 0.88 1.33 -0.36
C 0.74 -0.24 0.79
C 0.27 -1.11 -0.23
C -1.06 -1.77 -0.25
H 0.47 0.80 -2.40
H -1.06 0.16 1.66
H 1.77 -0.39 1.09
H 1.04 -1.59 -0.82
H -1.04 -2.64 0.42
H 0.20 0.92 2.33
H -0.89 0.86 -1.39
H 1.93 1.29 -0.64
H -0.54 2.47 0.30
H -1.33 -2.12 -1.25
H -1.85 -1.12 0.12
*
```

Properties
Maximum force in eV/Å: 1.99
Frontier orbital gap (spin up / spin down) in eV: 7.67 / 7.66
E_tot in hartree: -323.13808

(8)
An isolated molecule of C4H10N2OS, computed with ωB97M-V/def2-TZVPD.

```
! wB97M-V def2-TZVPD RIJCOSX def2/J DEFGRID3
* xyz 0 1
S -0.91 2.17 -2.29
O 1.09 0.72 2.41
N 0.76 -0.43 -1.39
N 0.45 -1.27 1.51
C 1.18 -0.48 2.34
C -0.58 -0.76 0.63
C -0.08 0.25 -0.40
C -1.29 0.85 -1.11
H -2.06 1.23 -0.45
H -0.95 -1.62 0.07
H 1.93 -1.05 2.92
H -1.77 0.01 -1.66
H -1.42 -0.33 1.18
H 0.37 2.34 -1.94
H 0.55 -0.14 -2.33
H 1.74 -0.26 -1.20
H 0.47 1.05 0.08
H 0.51 -2.26 1.63
*
```

Properties
Maximum force in eV/Å: 0.86
SMILES: N[C@@H](CS)CNC=O
Frontier orbital gap in eV: 9.92
E_tot in hartree: -741.35389